(1)
Molecular formula: CH3NOS
Method: DFT, the ωB97M-V functional and the def2-TZVPD basis

Each line ends with the Mulliken charge.
CARTESIAN COORDINATES (ANGSTROEM)
C1 -0.74480 -0.27527 -0.25106  -0.07
N1 0.12018 0.65636 0.13203  0.13
O1 1.37943 0.63188 -0.13933  -0.43
S1 -2.35005 -0.22301 0.07951  -0.28
H1 -0.29223 -1.11856 -0.76786  0.33
H2 -0.20251 1.37293 0.78824  0.25
H3 2.08998 -1.04434 0.15848  0.08

Cartesian forces (eV/Å) of the 6 atoms listed first:
C -1.174 -0.983 -0.385
N 1.135 0.922 0.610
O -0.355 -0.673 -0.127
S 0.356 0.105 0.011
H 0.130 0.197 -0.115
H 0.059 -0.150 -0.105

As for the HOMO energy (spin up / spin down): -9.46 / -9.34 eV. Its electronic energy is -15453.0047 eV. Its orbital gap (spin up / spin down) is 8.958 / 7.281 eV. The calculation puts the LUMO energy (spin up / spin down) at -0.0184 / -0.0756 Ha. As for the net charge: 0. The calculation puts the energy above the lowest of the compared OMol25 structures with the same formula, charge and spin at 133.9 kcal/mol.

***

(2)
Molecular formula: CH3NOS
Method: DFT, the ωB97M-V functional and the def2-TZVPD basis

Each line ends with the Mulliken charge.
CARTESIAN COORDINATES (ANGSTROEM)
C1 0.18744 -0.66011 0.75040  0.16
H1 -1.43682 1.54362 -0.86398  0.14
H2 1.32265 0.14961 -0.63476  0.30
H3 -0.76173 -0.92985 1.19449  0.36
N1 0.33781 -0.02897 -0.40054  -0.27
O1 1.17555 -0.63527 1.47202  -0.56
S1 -0.82491 0.56098 -1.51763  -0.13

Cartesian forces (eV/Å) of the 6 atoms listed first:
C 1.672 1.246 2.961
H 0.231 0.358 0.594
H -0.769 0.163 0.350
H -0.733 -0.415 -0.740
N -0.407 1.126 -3.251
O -0.182 -1.312 0.360

As for the HOMO energy: -9.80 eV. Its electronic energy is -15457.6040 eV. Its orbital gap is 10.414 eV. Its SMILES is O=CNS. The calculation puts the LUMO energy at 0.0226 Ha. As for the net charge: 0. The calculation puts the energy above the lowest of the compared OMol25 structures with the same formula, charge and spin at 27.8 kcal/mol.

***

(3)
Molecular formula: CH3NOS
Method: DFT, the ωB97M-V functional and the def2-TZVPD basis

Each line ends with the Mulliken charge.
CARTESIAN COORDINATES (ANGSTROEM)
C1 0.21359 0.37118 -0.00354  -0.36
N1 -0.97373 -0.19095 0.01160  -0.17
O1 -3.43745 -0.63702 -0.00879  -0.56
S1 -2.50113 0.49863 0.00357  0.30
H1 0.27397 1.44122 -0.04169  0.25
H2 1.10305 -0.22693 0.01145  0.25
H3 -1.02970 -1.20724 0.03014  0.29

Cartesian forces (eV/Å) of the 6 atoms listed first:
C 0.080 0.089 -0.026
N 0.281 -0.154 -0.004
O -0.645 -0.708 -0.006
S 0.261 0.731 0.008
H 0.022 0.245 0.006
H 0.047 -0.214 0.013

As for the HOMO energy (spin up / spin down): -7.17 / -7.61 eV. Its electronic energy is -15455.9655 eV. Its orbital gap (spin up / spin down) is 6.890 / 7.869 eV. The calculation puts the LUMO energy (spin up / spin down) at -0.0105 / 0.0095 Ha. As for the net charge: 0. The calculation puts the energy above the lowest of the compared OMol25 structures with the same formula, charge and spin at 65.6 kcal/mol.

***

(4)
Molecular formula: CH3NOS
Method: DFT, the ωB97M-V functional and the def2-TZVPD basis

Each line ends with the Mulliken charge.
CARTESIAN COORDINATES (ANGSTROEM)
C1 -1.24608 -1.20826 0.67254  0.13
N1 1.15909 1.12234 -0.59721  -0.39
O1 -1.53971 -2.21922 1.17897  -0.30
S1 1.27346 -0.52855 -0.20369  -0.11
H1 -1.81516 -0.28204 0.19956  0.22
H2 0.42353 1.32669 -1.11407  0.22
H3 1.74487 1.78905 -0.13610  0.23

Cartesian forces (eV/Å) of the 6 atoms listed first:
C 0.946 0.949 -0.390
N 3.713 -3.282 2.953
O -0.228 1.000 -0.579
S -0.837 0.838 -0.008
H 0.315 -1.546 0.782
H -3.588 1.787 -2.928

As for the HOMO energy (spin up / spin down): -8.20 / -7.76 eV. Its electronic energy is -15455.0142 eV. Its orbital gap (spin up / spin down) is 8.325 / 7.222 eV. The calculation puts the LUMO energy (spin up / spin down) at 0.0045 / -0.0197 Ha. As for the net charge: 0. The calculation puts the energy above the lowest of the compared OMol25 structures with the same formula, charge and spin at 87.5 kcal/mol.

***

(5)
Molecular formula: CH3NOS
Method: DFT, the ωB97M-V functional and the def2-TZVPD basis

Each line ends with the Mulliken charge.
CARTESIAN COORDINATES (ANGSTROEM)
C1 1.68988 -0.77255 -0.90590  -0.14
N1 2.19409 0.12477 -0.37172  -0.21
O1 -0.96285 0.39903 0.31548  -0.41
S1 -2.29191 -0.40577 -0.26883  -0.03
H1 -2.92248 -0.29245 0.88322  0.12
H2 2.44730 0.89631 0.28352  0.34
H3 -0.15402 0.05067 0.06422  0.34

Cartesian forces (eV/Å) of the 6 atoms listed first:
C -0.052 -0.461 -0.397
N 0.468 1.795 1.660
O -2.238 1.945 0.954
S 0.418 -0.087 -0.420
H -0.449 -0.186 0.452
H -0.273 -1.331 -1.278

As for the HOMO energy: -8.82 eV. Its electronic energy is -15455.8643 eV. Its orbital gap is 9.458 eV. The calculation puts the LUMO energy at 0.0235 Ha. As for the net charge: 0. The calculation puts the energy above the lowest of the compared OMol25 structures with the same formula, charge and spin at 67.9 kcal/mol.

***

(6)
Molecular formula: CH3NOSi
Method: DFT, the ωB97M-V functional and the def2-TZVPD basis

Each line ends with the Mulliken charge.
CARTESIAN COORDINATES (ANGSTROEM)
C1 1.68999 -1.69573 -0.45952  -0.02
N1 2.42532 -2.55457 -0.66661  -0.35
O1 -0.69379 0.42055 -1.00480  -0.43
Si1 0.10225 -0.31321 0.17608  0.51
H1 -0.72222 0.20265 -1.92296  0.35
H2 0.94105 0.82055 0.49331  -0.04
H3 -0.86162 -1.31239 0.87182  -0.02

Cartesian forces (eV/Å) of the 6 atoms listed first:
C -2.588 1.827 0.872
N 0.326 -0.166 -0.138
O -0.567 0.227 -0.383
Si 1.672 -2.725 -0.965
H -0.150 -0.295 -0.697
H 0.190 -0.018 1.394

As for the HOMO energy: -11.64 eV. Its electronic energy is -12500.3281 eV. Its orbital gap is 11.773 eV. Its SMILES is N#C[SiH2]O. The calculation puts the LUMO energy at 0.0047 Ha. As for the net charge: 0. The calculation puts the energy above the lowest of the compared OMol25 structures with the same formula, charge and spin at 19.0 kcal/mol.

***

Which of these has the highest electronic energy?
CH3NOSi

***

What is the formula in the third record?
CH3NOS